# 1
Entry from the Open Molecules 2025 dataset: a cluster of 3 separate species, C19H43FN2O10P3S3 in total in a non-equilibrium geometry (wB97M-V/def2-TZVPD).

Geometry as XYZ:
```
81
Properties=species:S:1:pos:R:3
O -5.5961 6.1206 1.1278
S -5.4379 4.8027 0.5543
O -4.0451 4.4966 0.2894
F -6.1366 4.7485 -0.9250
P -6.3037 3.0596 1.8591
C -6.8153 1.5513 2.8944
C -5.9430 0.3269 2.5837
C -4.6117 0.3719 3.3519
S -3.2536 -0.4842 2.5079
C -2.4002 0.6387 1.4627
S -1.9710 0.0868 -0.0139
N -2.0318 1.9191 1.8620
C -1.2768 2.8030 1.1009
C -1.1282 3.9203 1.8337
N -1.7535 3.7776 3.0693
C -2.2571 2.5965 3.0484
H -7.6506 3.3644 1.3745
H -6.1154 2.2087 0.6903
H -4.9167 2.9070 2.2755
H -6.5157 4.0227 2.9291
H -6.8427 1.7690 3.9670
H -7.8480 1.3266 2.6054
H -6.4997 -0.5445 2.9471
H -5.8279 0.2051 1.5065
H -4.3980 1.3962 3.6240
H -4.7483 -0.1645 4.2948
H -0.8799 2.6367 0.1183
H -0.6015 4.8150 1.5472
H -2.7836 2.2042 3.8964
O 1.9681 -4.0633 -3.2652
P 0.5578 -4.0290 -3.6931
O -0.2834 -3.1080 -2.6959
C -0.0073 -1.6978 -2.6461
C -0.6102 -0.9641 -3.8289
O -0.0173 -5.4891 -3.2528
C 0.8589 -6.5605 -2.9158
C 0.9940 -6.6936 -1.4135
O -0.4206 -3.9353 -4.9680
C 0.0890 -4.2934 -6.2719
C 0.3195 -5.7858 -6.4093
H 1.0719 -1.5326 -2.6004
H -0.4278 -1.3206 -1.7177
H -0.1209 -1.2507 -4.7626
H -0.4990 0.1133 -3.7040
H -1.6683 -1.2040 -3.9292
H 1.8346 -6.4326 -3.3857
H 0.4174 -7.4705 -3.3302
H 1.3142 -5.7533 -0.9654
H 1.7156 -7.4711 -1.1559
H 0.0314 -6.9504 -0.9692
H 1.0097 -3.7398 -6.4704
H -0.6568 -3.9601 -6.9912
H 1.1609 -6.1147 -5.7963
H 0.5408 -6.0399 -7.4465
H -0.5594 -6.3412 -6.0842
O 5.3897 0.4525 2.4952
P 4.6098 1.3383 1.6124
O 4.6623 0.7724 0.1114
C 4.0258 -0.4838 -0.1705
C 2.5205 -0.3290 -0.2511
O 5.5665 2.6470 1.4325
C 6.6614 2.8894 2.3094
C 7.9653 2.4449 1.6798
O 3.2590 2.1893 1.4718
C 2.5389 2.5973 2.6656
C 3.2705 3.6779 3.4353
H 4.2997 -1.2226 0.5876
H 4.4253 -0.8281 -1.1233
H 2.1066 -0.0779 0.7271
H 2.0470 -1.2517 -0.5853
H 2.2488 0.4770 -0.9330
H 6.5078 2.4031 3.2731
H 6.6863 3.9667 2.4915
H 7.9149 1.3997 1.3752
H 8.7959 2.5699 2.3769
H 8.1711 3.0323 0.7836
H 2.3570 1.7255 3.2975
H 1.5716 2.9633 2.3266
H 4.1780 3.2882 3.9027
H 2.6305 4.0749 4.2234
H 3.5666 4.4893 2.7713
```

Properties
LUMO level = 1.7 eV
total charge = -1
calculated total energy = -3930.25289 Ha

=====

# 2
Entry from the Open Molecules 2025 dataset: a structure of composition C41H36F2LaN3O4S5Sb in a non-equilibrium geometry (wB97M-V/def2-TZVPD).

Geometry as XYZ:
```
93
Properties=species:S:1:pos:R:3
La -0.9724 -1.6008 -0.1746
C -3.8472 0.8708 1.3849
O -2.8920 0.7966 0.3517
C -2.6360 1.9555 -0.3169
C -2.9761 3.2155 0.1467
C -2.7132 4.3480 -0.6128
C -2.1131 4.2251 -1.8522
C -1.7726 2.9756 -2.3307
C -2.0201 1.8181 -1.5841
N -1.7629 0.5363 -2.0159
N -1.2914 0.4840 -3.2304
C -1.0928 -0.6904 -3.8273
C -1.6734 -1.9358 -3.3632
O -2.4201 -1.9978 -2.3562
C -1.3739 -3.1177 -4.1421
C -0.5239 -3.0937 -5.1913
C 0.0766 -1.8837 -5.6484
C 1.0152 -1.8696 -6.6900
C 1.6099 -0.6966 -7.0891
C 1.2715 0.5002 -6.4542
C 0.3703 0.5043 -5.4196
C -0.2462 -0.6777 -4.9855
H -4.7755 1.3383 1.0264
H -3.4679 1.4334 2.2479
H -4.0447 -0.1601 1.6879
H -3.4487 3.3342 1.1090
H -2.9931 5.3212 -0.2302
H -1.9196 5.1079 -2.4486
H -1.3164 2.8559 -3.3008
H -1.7787 -4.0479 -3.7703
H -0.2555 -4.0157 -5.6946
H 1.2777 -2.8073 -7.1699
H 2.3531 -0.7025 -7.8759
H 1.7409 1.4216 -6.7736
H 0.1217 1.4152 -4.9011
S -1.0775 -5.1966 3.2273
Sb -2.6647 -4.6763 1.5906
S -1.6131 -4.4604 -0.5483
S -3.1329 -2.3275 1.9624
O -0.9813 -0.6371 2.3809
S -0.9754 -1.8985 3.1656
C 0.6027 -1.5842 4.2269
C 1.6919 -0.9119 3.3995
C 1.8928 0.5795 3.6830
C 0.6682 1.4147 3.3586
S 0.2958 1.7652 1.5605
O 0.4685 0.5966 0.6955
C 1.8540 2.6991 1.3042
C 2.0722 3.9427 1.8760
C 3.2491 4.6207 1.6054
C 4.1860 4.0710 0.7452
C 3.9563 2.8355 0.1628
C 2.7911 2.1456 0.4495
C -1.9709 -1.5705 4.6371
C -2.0749 -2.5391 5.6235
C -2.6882 -2.2193 6.8213
C -3.2084 -0.9503 7.0244
C -3.1601 -0.0101 6.0077
C -2.5365 -0.3212 4.8132
H 0.8883 -2.5916 4.5244
H 0.3645 -1.0098 5.1217
H 1.4426 -0.9992 2.3463
H 2.6468 -1.4220 3.5640
H 2.7535 0.9340 3.1093
H 2.1258 0.7250 4.7440
H 0.7279 2.4171 3.7849
H -0.2235 0.9135 3.7221
H 1.3355 4.3808 2.5345
H 3.4274 5.5852 2.0595
H 5.0955 4.6106 0.5265
H 4.6732 2.4060 -0.5216
H 2.5913 1.1728 0.0223
H -1.6727 -3.5240 5.4340
H -2.7589 -2.9564 7.6108
H -3.6546 -0.6930 7.9763
H -3.6032 0.9664 6.1558
H -2.4736 0.3869 4.0002
N 5.0897 -0.1268 -5.1913
C 4.1940 -0.3720 -4.5081
C 3.1183 -0.6499 -3.6552
C 2.4558 0.3970 -3.0059
C 1.4049 0.1216 -2.1557
C 0.9283 -1.1796 -1.9177
C 1.6065 -2.2011 -2.6046
C 2.6755 -1.9591 -3.4465
H 2.7693 1.4214 -3.1819
H 0.9068 0.9671 -1.6928
H 1.2769 -3.2293 -2.4899
H 3.1778 -2.7758 -3.9506
F 1.3245 -3.9231 -0.1895
C 0.9905 -2.9125 0.7171
F 2.1006 -2.0280 0.5701
H 1.1410 -3.3801 1.7098
```

Properties
ΔE to the lowest compared entry with this formula, charge and spin = 164.99 kJ/mol
LUMO level (alpha / beta) = 3.6 / 3.0 eV
total charge = -2
⟨S²⟩ = 0.766
spin multiplicity = 2
calculated total energy = -4511.74645 Ha

=====

# 3
Entry from the Open Molecules 2025 dataset: a structure of composition C39H45ClCoN3P (wB97M-V/def2-TZVPD).

Geometry as XYZ:
```
90
Properties=species:S:1:pos:R:3
Co 0.7704 -0.7336 -0.0624
C 2.8415 3.3150 2.2161
C 2.6189 2.3181 1.0810
C 1.9785 3.0217 -0.1183
P 1.5936 0.8381 1.5315
C 2.2460 0.3932 3.2055
C 3.7129 -0.0208 3.0870
C 1.4276 -0.7405 3.8207
C -0.0703 1.5002 1.8140
C -0.4393 2.1447 2.9931
C -1.7225 2.6138 3.2311
C -2.0924 3.2756 4.5329
C -2.6517 2.4179 2.2102
C -2.3264 1.7820 1.0285
C -1.0230 1.2855 0.7750
N -0.6890 0.5740 -0.3508
C -1.6063 0.5955 -1.4262
C -2.1143 -0.5914 -1.9796
C -1.6829 -1.9650 -1.5332
C -3.0587 -0.5364 -3.0020
C -3.5277 0.6572 -3.5214
C -4.5408 0.6934 -4.6335
C -2.9804 1.8242 -3.0063
C -2.0245 1.8161 -2.0016
C -1.4412 3.1432 -1.5925
H 3.3595 4.1991 1.8352
H 3.4415 2.9067 3.0306
H 1.8844 3.6477 2.6246
H 3.5862 1.9064 0.7731
H 1.1740 3.6750 0.2262
H 1.5486 2.3125 -0.8258
H 2.7119 3.6390 -0.6415
H 2.1819 1.2657 3.8611
H 3.8142 -0.8909 2.4320
H 4.1072 -0.2982 4.0673
H 4.3425 0.7755 2.6877
H 1.5092 -1.6430 3.2114
H 0.3710 -0.4818 3.8984
H 1.7983 -0.9738 4.8222
H 0.3063 2.2817 3.7714
H -1.2990 3.9389 4.8819
H -2.2753 2.5428 5.3235
H -2.9990 3.8720 4.4246
H -3.6713 2.7650 2.3481
H -3.0979 1.6333 0.2846
H -2.2967 -2.3390 -0.7072
H -0.6398 -1.9988 -1.2191
H -1.7704 -2.6671 -2.3628
H -3.4264 -1.4734 -3.4107
H -4.9060 -0.3077 -4.8637
H -4.1088 1.1090 -5.5473
H -5.4001 1.3130 -4.3693
H -3.2810 2.7827 -3.4220
H -1.2139 3.7362 -2.4812
H -0.5299 3.0226 -1.0166
H -2.1414 3.7173 -0.9804
C -2.4916 -2.6040 2.2638
C -2.1283 -3.9328 2.1409
C -0.8779 -4.2394 1.6336
C -0.0350 -3.2042 1.2545
N -0.4020 -1.9173 1.3366
C -1.6022 -1.6299 1.8402
C 1.3498 -3.4249 0.7830
C 1.9984 -4.6496 0.8710
C 3.3341 -4.7291 0.5266
C 3.9947 -3.5773 0.1377
C 3.2747 -2.4009 0.0526
N 1.9726 -2.3272 0.3313
H -3.4521 -2.3134 2.6651
H -2.8053 -4.7231 2.4383
H -0.5696 -5.2692 1.5306
H -1.8586 -0.5821 1.9032
H 1.4735 -5.5257 1.2214
H 3.8576 -5.6742 0.5848
H 5.0479 -3.5831 -0.1045
H 3.7449 -1.4758 -0.2479
Cl 1.3482 -3.0822 -3.0313
C 0.8219 -1.5500 -3.7148
C 0.1348 -1.6000 -4.9162
C -0.3118 -0.4231 -5.4937
C -0.0599 0.7827 -4.8523
C 0.6265 0.8045 -3.6524
C 1.0950 -0.3600 -3.0334
C 1.8295 -0.3423 -1.7520
H -0.0443 -2.5571 -5.3880
H -0.8564 -0.4510 -6.4285
H -0.4108 1.7114 -5.2848
H 0.8067 1.7537 -3.1584
H 2.3248 0.6193 -1.6017
H 2.5926 -1.1132 -1.8104
```

Properties
ΔE to the lowest compared entry with this formula, charge and spin = 0.00 kJ/mol
LUMO level (alpha / beta) = -0.5 / -0.5 eV
total charge = 0
⟨S²⟩ = 0.780
spin multiplicity = 2
calculated total energy = -3861.75518 Ha

=====

# 4
Entry from the Open Molecules 2025 dataset: the molecule C8H17N3O2S in a non-equilibrium geometry (wB97M-V/def2-TZVPD).

Geometry as XYZ:
```
31
Properties=species:S:1:pos:R:3
C -1.6928 0.3820 -0.8566
C -1.7196 -0.0375 1.4670
C 1.7458 0.7319 -1.2907
C 2.5728 0.6689 0.9009
C -2.4402 -0.9673 -1.0525
C -2.2787 -1.5166 1.1631
C 1.5449 -0.8010 -1.2858
C 2.4047 -0.8208 0.8609
N -0.4883 2.6836 -0.2647
N -0.8406 0.2733 0.3688
N 1.6138 1.3086 0.0601
O -3.1709 -1.3912 0.0764
O 2.4800 -1.3465 -0.3833
S 0.1308 1.6698 0.7083
H -1.0950 0.5631 -1.6705
H -2.4569 1.1197 -0.7753
H -2.5086 0.6111 1.5666
H -1.1260 0.0863 2.3080
H 2.9065 0.8186 -1.6137
H 1.0315 1.1859 -1.9859
H 2.5668 1.1302 1.9270
H 3.6644 0.8658 0.5866
H -3.1454 -0.9230 -1.8153
H -1.7232 -1.6205 -1.3927
H -1.4988 -2.2003 1.0307
H -2.9987 -1.7304 2.0317
H 0.4910 -0.9280 -1.0500
H 1.7200 -1.0153 -2.2960
H 3.2040 -1.3986 1.5212
H 1.2871 -1.0773 1.2114
H -0.1806 3.6759 -0.0556
```

Properties
ΔE to the lowest compared entry with this formula, charge and spin = 0.00 kJ/mol
LUMO level = 0.7 eV
total charge = 0
calculated total energy = -1027.78900 Ha

=====

# 5
Entry from the Open Molecules 2025 dataset: the molecule C21H13N3O7S in a non-equilibrium geometry (wB97M-V/def2-TZVPD).

Geometry as XYZ:
```
45
Properties=species:S:1:pos:R:3
O 0.0023 2.8714 -2.6278
C 0.7014 2.7048 -1.7104
O 1.9179 2.3344 -1.9532
H 2.1345 2.3880 -3.0383
C 0.3570 2.8442 -0.4753
C 1.5086 2.4765 0.5241
C 1.2796 2.3869 1.8642
C -0.3801 2.4881 2.2066
C -1.3298 2.7176 1.2485
C -0.8997 2.8824 0.0110
H -1.6809 2.7979 -0.7626
H -2.3726 2.7452 1.5439
S -0.8327 2.1238 3.8242
O 0.3159 1.7625 4.8473
O -2.0869 2.6491 4.2700
C -1.0998 0.2613 3.2324
C -2.4550 0.1847 2.9006
C -2.7507 -0.9164 1.9238
C -1.9195 -1.6065 1.4244
C -0.3810 -1.4413 1.7878
C -0.2460 -0.4327 2.6602
H 0.9636 -0.4108 3.0351
C 0.4508 -2.1634 0.8725
O 1.7915 -2.2241 0.8359
N -0.6724 -2.7271 -0.1922
C -1.7996 -2.3536 0.1576
O -2.5789 -2.5459 -0.6884
N -0.0077 -2.9292 -1.3590
C 0.6408 -1.6897 -2.0891
O 0.4175 -0.5458 -1.4899
C 1.0413 -1.9411 -3.3601
C 0.6438 -2.8038 -4.3656
C 1.3639 -2.9382 -5.4637
C 2.4003 -1.8732 -5.8551
N 2.7819 -0.9986 -4.9872
C 2.0874 -1.1550 -3.6632
H 2.3187 -0.1644 -3.1313
H 3.1044 -2.0727 -6.6325
H 1.0929 -3.7038 -6.2362
H -0.0036 -3.7084 -4.0678
H 0.5379 -3.6750 -1.5929
H -3.6471 -1.2954 1.6184
H -3.2592 0.6421 3.2458
H 1.8853 2.2749 2.6102
H 2.3840 2.2367 0.1679
```

Properties
LUMO level = -1.8 eV
total charge = 0
SMILES = O=C(O)c1ccc(S(=O)(=O)c2ccc3c(c2)C(=O)N(NC(=O)c2cccnc2)C3=O)cc1
calculated total energy = -1896.63074 Ha

=====

# 6
Entry from the Open Molecules 2025 dataset: a cluster of 2 separate species, C4H12O in total in a non-equilibrium geometry (wB97M-V/def2-TZVPD).

Geometry as XYZ:
```
17
Properties=species:S:1:pos:R:3
C -1.5753 1.2313 -0.7046
C -0.6072 2.2699 -0.0463
O -1.0167 -0.0487 -0.5229
H -2.5788 1.3034 -0.2931
H -1.5830 1.5249 -1.7352
H 0.1201 2.6117 -0.7792
H -0.3075 -0.1486 0.1209
H -0.0892 1.8383 0.7998
H -1.0479 3.2754 0.1567
C 1.1891 -2.0805 1.1966
C 1.8243 -1.3287 0.0270
H 1.8915 -2.7983 1.6313
H 0.6393 -1.4902 1.9398
H 0.4799 -2.8293 0.8621
H 1.9527 -1.9850 -0.8960
H 2.7808 -0.8417 0.2047
H 1.1136 -0.6901 -0.4375
```

Properties
ΔE to the lowest compared entry with this formula, charge and spin = 117.36 kJ/mol
LUMO level = 1.1 eV
total charge = 0
SMILES = CCO.CC
calculated total energy = -234.78792 Ha